37
Properties=species:S:1:pos:R:3:forces:R:3 method="wB97M-V/def2-TZVPD" charge=0 largest_force_ev_per_a=13.9 total_energy_ev=-33252.9509 relative_energy_ev=12.259 homo_energy_ev=-8.838 lumo_ev=0.4 homo_lumo_gap_ev=9.236
O -1.25749 -2.79334 0.65907 3.331 3.204 -3.077
C -0.62469 -1.87937 -0.01130 -4.151 0.309 1.418
N -0.90169 -0.48629 0.20854 -5.674 -11.522 5.442
H -0.49561 0.11210 -0.27761 4.213 6.943 -5.027
C -2.03436 -0.33810 1.04640 -0.448 4.235 6.858
C -3.27054 0.43632 0.56762 0.203 1.796 -0.306
C -4.07359 -0.31158 -0.23404 -2.130 6.617 -2.174
C -5.05734 0.45045 -1.17690 -0.321 -0.087 2.599
C -5.38552 1.78359 -0.89239 5.067 -4.921 2.154
C -4.53259 2.42324 0.10491 -5.469 -2.491 -5.418
C -3.57361 2.05438 0.78364 1.912 -13.186 -2.454
H -3.02690 2.51041 1.37374 5.044 4.491 5.577
H -4.77678 3.32339 0.20515 -2.134 7.814 0.916
H -6.13470 2.32586 -1.26858 -2.639 1.767 -1.832
H -5.63931 -0.14504 -1.89132 0.327 0.292 0.201
H -3.82219 -1.25372 -0.46709 0.629 -3.458 -0.630
H -2.36416 -1.23572 1.75062 1.164 1.501 -2.451
H -1.63967 0.45142 2.01907 -0.839 -2.017 -2.311
C 0.40320 -1.97876 -1.13309 -3.729 -10.159 5.487
H 0.25918 -1.22981 -1.68197 -0.237 6.010 -4.715
H 0.03869 -3.03427 -1.66106 1.531 2.751 1.055
C 1.55802 -2.08171 -0.25496 5.488 4.127 -10.031
C 2.15867 -0.73670 0.14678 -4.538 -4.257 -2.744
O 1.64798 0.28267 -0.00305 -3.877 6.576 -1.679
O 3.23012 -0.83549 0.65825 9.688 -3.957 4.939
C 3.89768 0.18596 1.41773 -0.541 -0.910 -2.668
H 3.06002 0.74969 1.58265 -1.508 2.800 0.906
C 4.93756 0.92745 0.48875 -1.920 -9.223 0.616
F 5.12131 1.96571 1.11267 2.204 6.259 1.690
F 6.07705 0.01040 0.67376 -1.058 2.052 -1.270
C 4.50218 1.04515 -1.01236 1.968 -4.846 0.904
F 4.24768 -0.29305 -1.66062 0.999 2.585 1.590
F 5.51351 1.56481 -1.62855 0.620 1.181 -1.369
H 3.55564 1.41384 -1.07763 -2.383 2.096 -0.553
H 4.24900 -0.17918 2.37957 0.640 -0.322 -0.523
H 1.70578 -2.68314 0.45654 0.214 -5.315 5.281
H 2.44745 -2.52155 -1.30297 -1.645 1.267 3.598